[1]
C21H30Cl3N2OSSi3Zr as an isolated structure, computed with ωB97M-V with the def2-TZVPD basis set.

Element x y z (Å)
O (-0.94, -2.03, -1.40)
H (1.67, 3.40, -1.93)
H (0.53, 3.54, -3.26)
H (1.61, 3.91, 0.68)
C (2.71, -2.01, 3.60)
C (1.09, 0.33, -3.13)
C (-2.26, -3.26, 0.12)
H (3.61, 0.42, -0.86)
H (1.02, 3.22, 2.20)
H (2.15, 0.33, -2.90)
Cl (-1.10, -2.73, 1.34)
C (3.23, -0.76, 3.89)
H (-3.63, 0.94, 0.27)
C (-2.91, -3.18, -2.16)
C (-0.95, 0.95, 2.65)
H (-3.01, -0.46, 1.14)
H (-2.01, 3.34, -0.38)
C (-4.20, -4.41, -0.56)
C (1.93, -2.16, 2.47)
H (-2.44, 1.86, -2.06)
C (2.17, 0.10, 1.91)
C (-2.77, 0.27, 0.36)
H (0.74, -0.71, -3.14)
C (1.78, 3.12, 1.42)
Zr (0.57, -1.29, -0.38)
C (2.96, 0.29, 3.03)
H (-1.90, 1.11, 3.17)
H (2.76, 3.33, 1.88)
C (0.27, 0.84, -0.24)
C (-3.99, -3.98, -1.86)
H (0.98, 0.66, -4.17)
H (2.90, -2.87, 4.23)
Si (0.06, 1.46, -2.03)
C (-1.69, 3.10, 0.63)
H (-2.01, 0.27, -2.72)
N (1.65, -1.13, 1.66)
H (4.23, 1.73, 0.14)
H (-0.86, 3.77, 0.89)
H (0.01, 3.91, -1.62)
H (-1.72, 1.72, -3.66)
Cl (-2.64, -2.62, -3.77)
H (-4.68, -4.27, -2.64)
H (-3.49, -4.39, 1.47)
H (3.32, 2.09, -1.32)
H (-2.69, -0.26, -0.59)
C (-1.70, 1.31, -2.65)
C (3.42, -2.11, -1.60)
Si (1.84, 1.46, 0.59)
Si (-1.26, 1.29, 0.83)
H (3.37, 1.27, 3.23)
H (3.84, -0.61, 4.77)
C (-3.33, -4.06, 0.46)
S (4.87, -2.26, -2.16)
Cl (-5.56, -5.41, -0.20)
H (-0.64, -0.08, 2.86)
C (-2.01, -2.80, -1.17)
H (-0.22, 1.62, 3.11)
H (1.52, -3.12, 2.21)
C (0.63, 3.24, -2.22)
C (3.38, 1.41, -0.47)
H (-2.52, 3.34, 1.30)
N (2.30, -1.99, -1.18)

Calculated values
energy: -3697.30182 Ha
strongest force on any atom: 0.36 eV Å⁻¹
charge: +1
orbital gap: 7.979 eV
spin multiplicity: 1

Löwdin analysis output, partial charges in e: number 1, O, carries -0.34; number 2, H, carries 0.02; number 3, H, carries 0.05; number 4, H, carries 0.04; number 5, C, carries -0.02; number 6, C, carries -0.18; number 7, C, carries -0.51; number 8, H, carries 0.00; number 9, H, carries 0.03; number 10, H, carries 0.02; number 11, Cl, carries 0.80; number 12, C, carries -0.02; number 13, H, carries 0.05; number 14, C, carries -0.58; number 15, C, carries -0.17; number 16, H, carries 0.03; number 17, H, carries 0.03; number 18, C, carries -0.66; number 19, C, carries -0.14; number 20, H, carries 0.03; number 21, C, carries -0.28; number 22, C, carries -0.17; number 23, H, carries 0.02; number 24, C, carries -0.15; number 25, Zr, carries 1.58; number 26, C, carries -0.03; number 27, H, carries 0.05; number 28, H, carries 0.04; number 29, C, carries -0.61; number 30, C, carries -0.10; number 31, H, carries 0.05; number 32, H, carries 0.12; number 33, Si, carries 0.39; number 34, C, carries -0.16; number 35, H, carries 0.01; number 36, N, carries -0.11; number 37, H, carries 0.05; number 38, H, carries 0.02; number 39, H, carries 0.03; number 40, H, carries 0.05; number 41, Cl, carries 0.77; number 42, H, carries 0.12; number 43, H, carries 0.12; number 44, H, carries 0.03; number 45, H, carries 0.01; number 46, C, carries -0.16; number 47, C, carries -0.94; number 48, Si, carries 0.45; number 49, Si, carries 0.40; number 50, H, carries 0.11; number 51, H, carries 0.12; number 52, C, carries -0.10; number 53, S, carries 0.77; number 54, Cl, carries 0.72; number 55, H, carries 0.01; number 56, C, carries -0.45; number 57, H, carries 0.03; number 58, H, carries 0.09; number 59, C, carries -0.15; number 60, C, carries -0.15; number 61, H, carries 0.05; number 62, N, carries -0.15



[2]
One molecule with the formula C5H11NO, computed with ωB97M-V with the def2-TZVPD basis set.

Element x y z (Å)
H (0.49, 0.79, -1.08)
H (-0.48, -1.92, -0.08)
C (-1.55, 0.14, -1.29)
H (-2.31, -0.39, -0.70)
C (0.34, -1.23, -0.33)
C (0.23, 2.07, 0.99)
C (1.44, -1.33, 0.72)
N (-0.40, 0.90, 0.73)
H (-1.44, -0.40, -2.24)
C (-0.23, 0.19, -0.53)
H (-1.93, 1.14, -1.50)
H (1.05, -1.16, 1.73)
H (0.73, -1.57, -1.31)
H (1.91, -2.32, 0.71)
O (1.03, 2.63, 0.26)
H (-0.05, 2.49, 1.98)
H (2.23, -0.58, 0.55)
H (-1.07, 0.55, 1.41)

Calculated values
energy: -327.12233 Ha
strongest force on any atom: 0.42 eV Å⁻¹
charge: 0
orbital gap: 10.648 eV
spin multiplicity: 1
SMILES: CC[C@@H](C)NC=O

Löwdin analysis output, partial charges in e: number 1, H, carries 0.14; number 2, H, carries 0.11; number 3, C, carries -0.06; number 4, H, carries 0.08; number 5, C, carries -0.22; number 6, C, carries -0.36; number 7, C, carries -0.11; number 8, N, carries 0.04; number 9, H, carries 0.08; number 10, C, carries -0.39; number 11, H, carries 0.08; number 12, H, carries 0.07; number 13, H, carries 0.11; number 14, H, carries 0.07; number 15, O, carries 0.01; number 16, H, carries 0.13; number 17, H, carries 0.08; number 18, H, carries 0.14



[3]
A 2-piece molecular cluster, C4H10FN overall, computed with ωB97M-V with the def2-TZVPD basis set.

Element x y z (Å)
H (-2.70, -0.09, -0.64)
H (-1.86, -1.51, 1.00)
F (2.66, -0.33, -0.90)
H (-0.86, 1.77, -1.16)
H (1.66, 1.29, -0.06)
C (0.67, -0.44, 0.72)
H (-1.66, 1.67, 0.38)
H (0.98, -1.48, 0.68)
C (-1.72, -0.91, -0.35)
H (-1.78, -1.95, -1.18)
N (-0.62, 1.43, -0.21)
C (1.95, 0.21, 0.28)
H (0.72, 0.05, 1.94)
H (2.77, 0.39, 1.13)
C (-0.44, -0.03, -0.34)
H (0.24, -0.06, -1.28)

Calculated values
energy: -312.83780 Ha
strongest force on any atom: 5.08 eV Å⁻¹
charge: 0
orbital gap: 10.874 eV
spin multiplicity: 1

Löwdin analysis output, partial charges in e: number 1, H, carries 0.11; number 2, H, carries 0.17; number 3, F, carries -0.14; number 4, H, carries 0.06; number 5, H, carries 0.12; number 6, C, carries -0.21; number 7, H, carries 0.17; number 8, H, carries 0.10; number 9, C, carries -0.14; number 10, H, carries 0.13; number 11, N, carries -0.05; number 12, C, carries -0.25; number 13, H, carries 0.20; number 14, H, carries 0.14; number 15, C, carries -0.56; number 16, H, carries 0.15



[4]
One molecule with the formula C10H18O2, computed with ωB97M-V with the def2-TZVPD basis set.

Element x y z (Å)
C (0.69, -0.63, 2.04)
C (0.22, 0.61, -0.76)
O (1.73, -1.26, 1.79)
H (-0.34, 0.68, -2.89)
H (-1.07, -0.59, 4.10)
C (-0.43, -0.73, -0.27)
C (-0.10, -0.18, 4.41)
C (0.55, 0.53, -2.26)
H (-0.48, 4.17, -0.75)
H (-0.28, 0.67, 5.11)
C (0.12, 3.31, -0.43)
C (-0.57, 1.88, -0.46)
H (1.75, 0.53, 3.56)
H (-1.64, 1.70, -0.65)
H (-1.27, 0.10, 1.52)
H (-0.83, -2.92, 1.22)
C (-0.62, -0.76, 1.24)
H (0.28, 1.27, 2.81)
H (1.20, 3.40, -0.63)
H (0.18, -1.58, -0.62)
O (-0.29, 2.60, 0.70)
C (-1.34, -2.05, 1.62)
C (0.73, 0.33, 3.22)
H (-1.42, -0.81, -0.71)
H (0.91, -0.46, -2.53)
H (-2.37, -2.06, 1.25)
H (0.44, -0.99, 4.95)
H (1.36, 1.24, -2.52)
H (1.22, 0.70, -0.24)
H (-1.39, -2.15, 2.70)

Calculated values
energy: -542.25253 Ha
strongest force on any atom: 2.63 eV Å⁻¹
charge: 0
orbital gap: 10.182 eV
spin multiplicity: 1
SMILES: CCC(=O)[C@H](C)C[C@@H](C)[C@@H]1CO1

Löwdin analysis output, partial charges in e: number 1, C, carries -0.35; number 2, C, carries -0.33; number 3, O, carries 0.07; number 4, H, carries 0.08; number 5, H, carries 0.06; number 6, C, carries -0.13; number 7, C, carries -0.09; number 8, C, carries -0.07; number 9, H, carries 0.10; number 10, H, carries 0.08; number 11, C, carries -0.08; number 12, C, carries -0.24; number 13, H, carries 0.12; number 14, H, carries 0.15; number 15, H, carries 0.15; number 16, H, carries 0.09; number 17, C, carries -0.32; number 18, H, carries 0.11; number 19, H, carries 0.11; number 20, H, carries 0.13; number 21, O, carries -0.08; number 22, C, carries -0.06; number 23, C, carries -0.18; number 24, H, carries 0.12; number 25, H, carries 0.07; number 26, H, carries 0.09; number 27, H, carries 0.09; number 28, H, carries 0.08; number 29, H, carries 0.16; number 30, H, carries 0.06